{
  "formula": "C4H6O2",
  "method": "ωB97M-V/def2-TZVPD",
  "elements": ["O", "C", "C", "C", "O", "C", "H", "H", "H", "H", "H", "H"],
  "xyz": [[2.00000, -0.90318, 1.54814], [1.17360, -0.24413, 1.14067], [0.38212, -0.96611, -1.17492], [-0.65906, -0.20115, -1.48831], [-1.42540, 1.17090, 0.41176], [-0.71647, 1.17214, 1.38715], [0.25916, -1.95688, -0.74760], [1.40153, -0.64316, -1.36448], [-0.53124, 0.79005, -1.90865], [-1.68112, -0.51814, -1.31721], [-0.87120, 0.47628, 2.23676], [0.10281, 1.90065, 1.52728]],
  "gap_ev": 10.4968,
  "de_lowest_kj_mol": 288.5,
  "charge": 0,
  "e_lumo_ev": 0.77,
  "total_energy_ev": -8337.4711,
  "homo_energy_ev": -9.726
}

{
  "formula": "C4H6O2",
  "method": "ωB97M-V/def2-TZVPD",
  "elements": ["O", "C", "C", "C", "C", "O", "H", "H", "H", "H", "H", "H"],
  "xyz": [[0.35104, -1.85847, 1.02983], [0.45519, -1.56202, -0.25133], [-0.64061, -0.57863, -0.57973], [0.07209, 0.78957, -0.66388], [0.13427, 1.49000, 0.67141], [-0.03961, 2.67553, 0.82096], [1.08684, -2.45254, 1.24454], [1.10402, 0.59205, -0.99331], [-1.02884, -0.82954, -1.57172], [-1.47132, -0.57023, 0.14189], [-0.37848, 1.46911, -1.39123], [0.35540, 0.83517, 1.54258]],
  "gap_ev": 9.7156,
  "de_lowest_kj_mol": 313.1,
  "charge": 0,
  "e_lumo_ev": 0.68,
  "total_energy_ev": -8337.2159,
  "homo_energy_ev": -9.034
}

{
  "formula": "C4H6O2",
  "method": "ωB97M-V/def2-TZVPD",
  "elements": ["C", "C", "O", "C", "C", "O", "H", "H", "H", "H", "H", "H"],
  "xyz": [[-1.85586, -0.49809, -0.58817], [-0.73488, -0.22032, 0.38623], [-0.39315, -1.00282, 1.26224], [-0.26564, 1.19702, 0.41045], [1.99527, 0.37619, 0.18383], [0.99402, 1.43173, 0.29101], [-1.89701, 0.26006, -1.37761], [-1.74474, -1.49736, -1.01799], [-2.80572, -0.46540, -0.04160], [2.02729, -0.15362, 1.13498], [1.74379, -0.31358, -0.62491], [2.93662, 0.88617, -0.01847]],
  "gap_ev": 8.5652,
  "de_lowest_kj_mol": 349.5,
  "charge": 0,
  "e_lumo_ev": 0.01,
  "total_energy_ev": -8336.8389,
  "homo_energy_ev": -8.559
}

{
  "formula": "C4H6O2",
  "method": "ωB97M-V/def2-TZVPD",
  "elements": ["C", "C", "O", "C", "C", "O", "H", "H", "H", "H", "H", "H"],
  "xyz": [[-1.09711, -0.19004, 0.09086], [-0.30486, -1.47197, 0.15139], [0.05700, -1.99073, 1.17898], [-0.08390, 0.98092, -0.10577], [1.39926, 0.61258, -0.14897], [2.16864, 1.12805, -0.92285], [0.02778, -1.85897, -0.83951], [-1.79872, -0.22313, -0.75240], [-1.67423, -0.09156, 1.01643], [-0.29145, 1.55182, -1.01750], [-0.17029, 1.67140, 0.74520], [1.76787, -0.11837, 0.60413]],
  "gap_ev": 10.5500,
  "de_lowest_kj_mol": 128.7,
  "charge": 0,
  "smiles": "O=CCCC=O",
  "e_lumo_ev": 0.56,
  "total_energy_ev": -8339.1274,
  "homo_energy_ev": -9.993
}